52
Properties=species:S:1:pos:R:3:forces:R:3 method="wB97M-V/def2-TZVPD" total_charge=+1 de_lowest_ev=5.0451 gap_ha="0.31150 / 0.24924" energy_ha=-1466.76322 largest_force_ev_per_a=10.12 s2=0.756 multiplicity=2
Ag 0.799468 0.285140 0.444339 1.18 0.06 -0.09
C 4.128708 -1.205050 -0.167511 0.89 -0.40 0.54
C 4.020728 0.016920 -1.174921 -0.63 -1.52 2.70
C 4.046448 -0.470390 -2.576591 -0.72 -0.15 -0.81
O 2.820138 0.686560 -0.693931 2.17 -0.26 -1.57
H 3.371278 -1.987010 -0.113251 -0.70 0.58 -0.75
H 4.262998 -0.953330 0.884489 -0.19 0.78 -0.08
H 5.036488 -1.777470 -0.358181 0.28 0.20 -0.51
H 4.973368 0.537710 -1.078181 -0.36 0.93 0.95
H 3.078798 -0.953510 -2.712081 0.01 0.00 -0.85
H 4.829198 -1.195580 -2.799081 0.00 -0.22 0.59
H 4.309098 0.334710 -3.262831 -0.77 0.18 -0.22
C -1.328692 3.075440 -0.188571 1.24 -1.27 -0.40
O -0.630672 2.158550 0.119359 1.07 -1.98 2.68
N -2.132482 3.767180 0.544889 -2.71 1.61 4.14
N -1.329002 3.410810 -1.419321 -0.22 2.06 -5.10
H -2.541882 4.656060 0.295099 0.04 -0.44 0.08
H -2.309122 3.362260 1.453149 -0.01 0.60 -0.01
H -1.741352 4.309890 -1.623601 0.37 -0.33 -1.00
H -0.630272 2.929410 -1.967161 -0.14 0.62 -0.34
C 0.392598 -3.135280 0.769199 -0.21 6.91 1.66
O 0.731838 -1.954810 0.657139 -0.17 -0.36 0.16
N -0.547142 -3.598520 1.524379 -3.83 -0.12 2.79
N 1.037718 -4.050770 0.257389 5.23 -7.64 -4.09
H -0.849292 -4.554450 1.401859 -0.32 0.50 0.52
H -0.962262 -2.938730 2.166609 -0.48 -0.37 -0.32
H 0.875448 -4.933710 0.720199 0.56 -0.23 -0.61
H 1.980608 -3.943660 -0.088421 -0.40 0.36 -0.16
C -2.972062 -0.772680 0.903109 5.24 -0.49 -0.04
O -1.738462 -0.644550 1.148979 -3.08 -0.16 0.09
N -3.432112 -1.792340 0.161419 0.04 -1.30 -0.60
N -3.915522 0.056160 1.209869 -1.98 2.50 1.54
H -2.716592 -1.964960 -0.530201 -0.50 -0.76 -0.35
H -4.405712 -1.663610 -0.074441 0.38 -0.67 -0.90
H -4.854742 -0.249200 0.998389 0.00 0.93 0.50
H -3.668172 0.863760 1.763679 -0.52 -0.21 0.01
C -0.325752 0.052830 -2.643061 5.05 1.71 5.07
O -0.170822 0.009610 -1.419791 -1.58 -1.61 -1.08
N 0.660628 0.476710 -3.369291 4.94 1.14 -2.37
N -1.377112 -0.001510 -3.274871 -8.41 -1.56 -3.46
H 1.568038 0.463300 -2.925991 -0.10 0.19 0.03
H 0.687148 0.492590 -4.378821 -0.18 -0.17 0.23
H -2.195282 -0.333670 -2.784601 -0.10 0.25 -0.46
H -1.388512 0.195600 -4.265381 -0.45 -0.27 0.34
C -0.297522 1.303750 3.285439 0.77 -1.29 -2.87
O 0.397748 0.698880 2.470549 0.25 0.17 2.41
N -1.387632 0.846690 3.853719 -1.87 -1.88 0.97
N -0.184792 2.567490 3.588379 1.23 3.94 0.45
H -1.809782 1.514270 4.483199 -0.53 -1.35 0.28
H -1.604652 -0.131300 3.725119 -0.37 0.33 0.31
H -1.012462 2.980690 3.993759 0.72 0.58 -0.14
H 0.451358 3.153100 3.066389 -0.15 -0.11 0.14